DFT (ωB97M-V with the def2-TZVPD basis set) results for a molecular structure, C35H53AsHfNOP2.

The electronic energy is -121388.706 eV. Its total charge is +3. As for the HOMO energy: -16.18 eV. As for the LUMO energy: -11.034 eV. For the gap between HOMO and LUMO, the calculation gives 5.15 eV. Its spin multiplicity is 1.

XYZ file:
```
94
Properties=species:S:1:pos:R:3:forces:R:3
Hf -0.24411 0.44226 -0.80827 4.055 -0.083 -0.781
P -0.27518 -1.53180 -2.55158 -0.275 -1.687 -1.212
P -0.14941 3.05698 -0.59262 0.275 2.450 -0.285
N 0.98751 1.20520 -2.68143 -0.289 0.379 -0.621
C 1.27390 -1.17101 -3.49602 0.399 0.070 -0.210
H 1.98737 -1.97794 -3.28980 -0.122 0.102 -0.087
H 1.04586 -1.22200 -4.57207 -0.086 -0.101 0.379
C 1.95381 0.17691 -3.20710 0.383 0.324 0.082
H 2.77075 0.09575 -2.46777 -0.364 -0.085 -0.235
H 2.40383 0.58017 -4.13154 -0.155 -0.269 0.354
C 1.55859 2.62851 -2.77503 -0.053 -0.352 -0.124
H 0.97448 3.15244 -3.55095 0.352 -0.153 0.338
H 2.60497 2.56015 -3.12230 -0.510 0.057 0.142
C 1.48047 3.34835 -1.43475 0.344 -0.397 0.313
H 1.59254 4.43581 -1.57786 0.000 -0.389 0.140
H 2.28967 3.01064 -0.77035 -0.072 0.156 -0.141
C 0.08823 3.85106 1.07108 0.295 -0.066 0.231
C 0.55654 2.77634 2.05044 -0.183 -0.336 0.108
H 1.47533 2.26119 1.73951 -0.008 0.157 0.049
H -0.21958 2.00668 2.17247 0.107 0.338 -0.086
H 0.71573 3.17157 3.06311 0.094 0.033 -0.331
C -1.13780 4.23678 -1.61661 -0.363 -0.448 -0.015
C -2.62240 4.03045 -1.30493 -0.502 0.228 -0.300
H -3.21578 4.23257 -2.20656 0.042 0.033 0.316
H -2.95194 4.72289 -0.52078 0.018 -0.301 -0.179
H -2.85656 3.00391 -0.99414 -0.019 0.211 -0.063
C -1.54818 -1.75228 -3.89056 -0.356 0.588 0.006
C -2.88727 -2.24839 -3.33955 -0.350 0.028 -0.038
H -3.65706 -2.12105 -4.11466 0.260 -0.033 0.204
H -3.23421 -1.70520 -2.45476 0.056 -0.046 -0.023
H -2.84202 -3.31778 -3.10534 -0.034 0.300 -0.061
C -0.06780 -3.17950 -1.70064 0.335 0.416 0.296
C -1.31556 -3.48285 -0.85811 -0.105 -0.135 0.296
H -1.01886 -3.98528 0.07173 -0.143 -0.003 -0.341
H -2.03666 -4.11746 -1.38968 0.322 0.189 0.159
H -1.85049 -2.57357 -0.55149 0.003 -0.095 -0.005
C -2.27968 0.47195 -0.28242 -7.939 -0.352 3.384
C -0.68222 5.70408 -1.46807 0.178 0.302 -0.288
H 0.14283 5.85513 -0.76099 -0.243 -0.006 -0.101
H -0.33950 6.09200 -2.43702 -0.090 -0.079 0.281
H -1.51981 6.34011 -1.15262 0.248 -0.230 -0.031
C -1.13301 -2.61782 -5.09985 0.375 0.018 -0.297
H -1.94335 -3.31337 -5.36130 0.247 0.240 0.150
H -0.94148 -2.00101 -5.99048 -0.044 -0.187 0.321
H -0.23915 -3.21887 -4.91916 -0.106 0.036 -0.067
C 0.33632 -4.37522 -2.56449 0.100 -0.277 -0.095
H 0.56930 -5.22059 -1.89755 -0.070 0.299 -0.164
H -0.47838 -4.71010 -3.21843 0.173 0.178 0.149
H 1.23071 -4.19643 -3.17342 -0.189 -0.006 0.100
C -1.11825 4.60291 1.63746 -0.299 0.291 0.063
H -2.04574 4.02413 1.58708 0.113 -0.016 0.039
H -0.94538 4.83949 2.69797 0.082 -0.185 -0.305
H -1.29155 5.56667 1.14658 0.027 -0.301 -0.027
H 0.90073 4.56756 0.89030 -0.084 -0.093 0.101
H 0.76953 -2.96435 -1.00796 -0.133 -0.127 -0.086
H -0.94442 3.93160 -2.65808 -0.115 -0.106 0.316
H -1.67580 -0.71301 -4.23573 -0.120 -0.174 0.032
O -3.38826 0.43109 0.11979 5.412 0.381 -2.491
H 0.20207 1.22889 -3.35277 0.428 -0.178 0.281
H -1.50028 0.91686 -1.95619 -1.001 0.208 -0.414
C -0.15426 0.59007 6.09210 0.157 -0.113 -0.150
C 1.10069 0.21761 5.61102 -0.095 0.032 -0.195
C 1.27722 -0.08919 4.25347 -0.078 -0.085 -0.348
C 0.18283 -0.05853 3.38288 -0.231 0.526 0.340
C -1.07238 0.35777 3.85883 0.232 -0.122 0.111
C -1.23669 0.67148 5.21374 0.028 -0.022 -0.350
As 0.32531 -0.82083 1.53115 0.509 -0.831 3.052
C 2.32066 -0.91598 1.40522 -0.653 -0.088 -0.593
C 2.92870 0.06524 0.59910 0.221 -0.537 -0.031
C 4.32303 0.08166 0.44362 -0.180 0.059 0.136
C 5.11680 -0.83966 1.14176 -0.512 0.021 -0.066
C 4.50532 -1.81033 1.94853 -0.225 0.362 -0.200
C 3.10914 -1.86028 2.06749 0.159 0.050 -0.112
C -0.65442 -2.43091 2.19488 0.016 -0.505 -0.248
C -0.01659 -3.53901 2.76832 -0.228 0.158 -0.047
C -0.78298 -4.50434 3.44658 0.101 0.213 -0.200
C -2.17119 -4.37475 3.53294 0.161 0.129 -0.078
C -2.80545 -3.28303 2.93514 0.142 0.185 -0.150
C -2.05105 -2.31595 2.25960 0.176 0.023 -0.012
H -0.28768 0.81687 7.15057 0.029 -0.058 -0.324
H 1.95314 0.15689 6.28963 -0.245 0.050 -0.234
H 2.26512 -0.35622 3.87207 -0.304 0.076 0.327
H -1.92235 0.43845 3.17725 0.120 -0.088 0.266
H -2.21675 0.97381 5.58674 0.287 -0.073 -0.163
H 2.34023 0.85310 0.09285 0.110 -0.192 0.166
H 4.78050 0.83120 -0.20802 -0.066 -0.243 0.307
H 6.20219 -0.79386 1.05501 -0.303 -0.064 0.007
H 5.11455 -2.52496 2.49410 -0.091 0.096 -0.085
H 2.64291 -2.61215 2.70286 0.291 0.250 -0.173
H 1.06384 -3.64893 2.69158 -0.383 -0.131 0.128
H -0.28618 -5.35738 3.91569 -0.140 0.309 -0.210
H -2.76227 -5.12273 4.06572 0.228 0.251 -0.175
H -3.89169 -3.17427 3.00135 0.410 -0.043 -0.064
H -2.55418 -1.46311 1.79250 0.060 -0.310 0.242
```
Positions in Å, forces in eV/Å.

Atomic partial charges in e from the Mulliken method, atoms 1 to 8: 1.180 0.359 -0.057 -0.432 -0.887 0.396 0.483 -0.966

---

DFT (ωB97M-V with the def2-TZVPD basis set) results for a single C7H10O molecule.

The electronic energy is -9465.984 eV. Its structure (SMILES) is C[C@H]1CC(=C=O)[C@@H]1C. As for the HOMO energy: -8.36 eV. As for the LUMO energy: 0.924 eV. For the gap between HOMO and LUMO, the calculation gives 9.28 eV. The energy relative to the best compared isomer or geometry (same formula, charge and spin) is 59.4 kcal per mole. Its spin multiplicity is 1.

XYZ file:
```
18
Properties=species:S:1:pos:R:3:forces:R:3
C 0.68203 2.07582 0.69172 -1.221 -0.898 0.543
C -0.27588 0.89289 0.22700 1.263 -0.109 2.097
C -0.54315 0.68122 -1.24853 0.598 3.527 -2.394
C -0.21473 -0.72982 -1.14022 0.445 -1.725 -0.289
C -0.41279 -1.71936 -1.98017 0.075 -1.536 -0.721
O -0.56955 -2.64096 -2.71641 0.200 1.832 1.389
C 0.34888 -0.62114 0.30892 -2.600 0.349 -1.565
C -0.02093 -1.74753 1.25831 -0.630 1.873 2.842
H 1.71499 1.74613 0.68313 0.191 0.033 -0.239
H 0.47865 2.45161 1.72355 -0.044 -0.581 -0.658
H 0.55031 2.93628 0.05227 0.083 0.186 -0.375
H -1.23123 0.92338 0.78022 0.437 -0.017 -0.136
H 0.08687 1.39129 -1.99436 -0.741 -1.773 1.706
H -1.54403 0.93744 -1.56637 -0.516 -0.131 0.066
H 1.38950 -0.63156 0.25391 1.886 0.537 -0.161
H -0.93885 -1.54732 1.91034 1.044 0.245 -0.844
H 0.84542 -1.76482 2.00637 -1.254 -1.013 -1.014
H -0.34551 -2.63355 0.75033 0.786 -0.799 -0.244
```
Positions in Å, forces in eV/Å.

Atomic partial charges in e from the Mulliken method, atoms 1 to 8: -1.361 0.434 -0.704 -0.199 0.667 -0.490 -0.246 -1.178

---

DFT (ωB97M-V with the def2-TZVPD basis set) results for a molecular structure, C23H36HgN4O3PS3.

The electronic energy is -82507.717 eV. As for the HOMO energy (spin up / spin down): -7.08 / -7.94 eV. As for the LUMO energy (spin up / spin down): 0.520 / -1.468 eV. For the gap between HOMO and LUMO (spin up / spin down), the calculation gives 7.61 / 6.47 eV. The energy relative to the best compared isomer or geometry (same formula, charge and spin) is 6.4 kcal per mole. Its spin multiplicity is 2.

XYZ file:
```
71
Properties=species:S:1:pos:R:3:forces:R:3
Hg 12.65118 -11.12778 6.67737 -0.034 -0.163 0.261
S 13.17460 -13.58042 7.52744 0.807 0.637 -0.785
C 14.66983 -13.45557 6.56026 -0.168 0.589 -0.790
C 15.61375 -14.47054 6.57847 1.234 -0.061 -1.458
C 16.73415 -14.42407 5.68329 -1.233 0.907 0.910
C 16.92254 -13.27333 4.91199 -0.687 0.061 0.705
C 15.93907 -12.25799 4.99006 -0.225 -0.927 0.375
N 14.84182 -12.37724 5.72999 -0.147 -0.709 0.996
H 15.43016 -15.32213 7.19476 0.073 -0.462 0.310
H 17.45675 -15.23781 5.62496 -0.253 0.166 0.159
H 17.83162 -13.18029 4.34820 0.017 0.222 -0.412
H 15.91020 -11.32210 4.45140 0.696 -0.035 -0.377
C 16.24571 -6.60205 5.95404 2.369 2.155 1.552
C 15.77715 -6.84089 7.35927 0.179 -1.558 0.407
O 14.36785 -6.63415 7.40643 0.434 0.315 0.592
P 13.45345 -7.93392 7.12827 -0.761 -0.431 -0.390
O 13.16119 -7.79105 5.51770 -0.483 0.450 0.440
C 12.37485 -6.72741 4.92316 -0.426 0.131 0.441
C 12.08117 -7.15461 3.48244 -0.430 1.921 -0.955
O 12.16515 -7.31683 7.87418 0.060 0.492 -0.289
C 11.16065 -8.09565 8.54544 0.130 -0.155 -0.539
C 10.99588 -7.65756 9.97745 0.641 -0.093 -0.602
H 17.34087 -6.79197 5.90688 -0.691 -0.278 -0.287
H 16.15902 -5.52748 5.73947 -0.259 -0.268 -0.207
H 15.66691 -7.16308 5.29888 -0.728 -1.057 -1.358
H 16.23558 -6.26423 8.16686 -0.033 0.399 -0.433
H 16.04252 -7.91028 7.63183 -0.443 0.975 -0.448
H 12.81332 -5.72574 5.08040 0.854 -0.541 -0.760
H 11.48463 -6.52856 5.52941 -0.391 -0.849 -0.207
H 13.00420 -7.45573 2.97213 -0.252 -0.372 0.314
H 11.75454 -6.25514 2.86069 0.243 -0.871 0.944
H 11.25643 -7.87948 3.35612 0.710 0.059 0.386
H 11.48110 -9.13319 8.52037 -0.029 -0.279 0.162
H 10.27104 -8.03746 7.93797 -0.454 0.066 -0.081
H 12.00952 -7.55169 10.30451 0.638 -0.160 0.755
H 10.51167 -8.46098 10.50198 -0.302 -0.198 0.460
H 10.53233 -6.70535 10.17069 -0.539 0.283 -0.327
C 7.77480 -12.52195 5.40515 1.361 0.680 1.786
C 9.27669 -12.53052 5.71030 1.430 -0.324 0.151
N 9.59219 -13.20470 6.99337 -0.617 0.734 0.648
C 9.46928 -12.53523 8.17409 0.451 0.289 -0.676
S 9.08181 -10.89317 8.38623 -0.250 -0.381 -0.496
N 9.80385 -13.21757 9.26733 0.408 -0.830 1.735
C 10.56185 -14.49515 9.36904 0.743 0.452 0.777
C 9.70782 -15.75801 9.54208 -1.621 0.422 -0.281
H 7.49313 -12.06165 4.49689 -0.019 -0.028 -1.340
H 7.35908 -11.86187 6.15574 -0.345 -0.005 0.403
H 7.41539 -13.50531 5.58814 -0.661 -0.803 -0.344
H 9.71015 -11.52206 5.82829 -0.468 -0.158 -0.323
H 9.91868 -13.05372 4.98074 -0.558 0.161 -0.044
H 10.18705 -14.02889 7.06762 -0.412 0.326 -0.668
H 9.75529 -12.63242 10.11846 0.153 -0.695 -0.897
H 11.27026 -14.30274 10.20854 -0.549 -0.424 -0.508
H 11.23626 -14.61993 8.50134 -0.502 0.063 0.354
H 8.93528 -15.70420 10.34895 1.076 0.106 -0.070
H 10.23284 -16.73371 9.58551 -0.065 0.826 -0.058
H 9.03032 -15.72802 8.67359 0.319 -0.556 -0.105
S 15.83813 -11.26830 9.11167 1.210 -0.284 -0.332
C 15.06771 -9.77642 9.39228 -0.531 0.004 0.573
N 14.02892 -9.79805 10.16138 0.226 -0.499 0.587
C 13.86472 -11.10209 10.67446 -0.763 0.699 -0.477
C 12.78092 -11.54628 11.45496 -0.148 -0.843 0.698
C 12.72835 -12.89208 11.81362 1.472 0.157 -0.628
C 13.72966 -13.82323 11.38703 -0.458 0.545 -0.013
C 14.73715 -13.41424 10.54868 -0.603 2.014 0.825
C 14.80791 -12.01840 10.23764 -0.432 -1.741 -0.034
H 15.50241 -8.88763 8.97687 -0.250 0.124 -0.061
H 12.01826 -10.87286 11.84589 0.272 0.037 -0.316
H 12.00291 -13.28387 12.48666 -0.735 0.080 0.346
H 13.67853 -14.86254 11.72054 -0.023 0.340 -0.130
H 15.51330 -14.05560 10.25222 0.769 -0.846 -0.547
```
Positions in Å, forces in eV/Å.

Atomic partial charges in e from the Mulliken method, atoms 1 to 8: 0.662 -0.384 0.490 -0.600 -0.467 -0.605 -0.443 -0.251